Here is 2 unconnected molecules or ions with the total composition C6H12N in a non-equilibrium geometry from the OMol25 dataset. Energies are from wB97M-V/def2-TZVPD.

Geometry as XYZ:
```
19
Properties=species:S:1:pos:R:3:forces:R:3:mulliken_charge:R:1
H 0.3263 -1.8770 0.4400 -0.094 1.433 -0.168 0.279
H -1.9362 -1.5786 -0.4318 -0.127 -0.483 0.326 0.323
H 0.0624 -1.1927 -1.7010 0.693 1.045 0.017 0.322
C 2.1440 -0.7944 0.8224 0.545 0.692 -4.855 -1.685
H 0.6950 2.1698 0.7773 1.602 0.352 2.416 0.396
H 2.6789 0.1250 0.6329 -0.248 0.788 -0.224 0.365
H 1.6073 -0.3887 -1.6575 -1.348 0.583 0.493 0.329
C -2.0511 -0.5987 -0.0121 2.542 2.852 -1.540 -0.046
H 0.4667 2.1323 -0.8772 0.101 0.580 -0.613 0.373
N 0.6643 -0.5045 -1.2012 0.971 -2.056 -2.646 -0.266
C 0.1143 1.7410 0.0571 -3.673 -0.677 -2.779 -1.102
H -3.9972 0.0508 0.3645 -0.701 0.040 -0.253 0.338
C 0.7549 -0.8554 0.2208 1.496 -2.433 2.703 0.212
C -2.9849 0.3144 0.1510 1.782 -1.088 1.011 -0.612
H 2.7319 -1.4972 0.2202 0.102 -0.385 0.562 0.388
H -0.9735 2.1446 0.1491 1.890 -0.466 -0.002 0.176
C 0.0000 0.2715 -0.1770 -4.766 -0.162 2.015 0.584
H -2.5893 1.2840 0.4213 -0.538 0.450 -0.151 0.160
H 2.2864 -0.9462 1.8010 -0.229 -1.064 3.687 0.465
```
Forces are in eV/Å.

Properties
- Relative energy (zero: lowest compared OMol25 entry of this formula, charge and spin): 498.4 kJ/mol
- Largest force on an atom: 5.2 eV Å⁻¹
- E: -7894.8965 eV
- HOMO: -13.8 eV
- Net charge: +1
- Frontier orbital gap: 10.25 eV